# 1
{
  "formula": "C20H25AgCl3N6PS",
  "method": "ωB97M-V/def2-TZVPD",
  "homo_lumo_gap_ev": 6.94,
  "de_lowest_kcal_mol": 39.7,
  "homo_ev": -7.43,
  "species": ["Ag", "C", "C", "N", "C", "C", "S", "C", "C", "N", "H", "H", "H", "H", "H", "H", "H", "H", "H", "H", "H", "H", "H", "H", "N", "C", "C", "C", "N", "C", "N", "Cl", "C", "Cl", "Cl", "C", "N", "C", "P", "C", "C", "C", "C", "C", "C", "C", "H", "H", "H", "H", "H", "H", "H", "H", "H", "H", "H"],
  "coordinates": [[-0.56235, -0.43608, 0.14541], [-1.05527, 2.83950, -0.89367], [-2.41748, 2.23594, -1.20997], [-2.37508, 0.78346, -1.25859], [-3.68640, 0.14225, -1.26868], [-4.46331, 0.28483, 0.03815], [-3.76779, -0.49254, 1.52488], [-3.01985, 0.88288, 2.41313], [-1.14072, 2.36109, 1.51877], [-0.44977, 2.20521, 0.27516], [-1.17396, 3.92397, -0.78129], [-0.37308, 2.67656, -1.73094], [-2.79310, 2.68020, -2.14067], [-3.12699, 2.53000, -0.43351], [-1.85440, 0.47172, -2.07147], [-3.53060, -0.91317, -1.48637], [-4.32878, 0.55499, -2.06094], [-5.42948, -0.20278, -0.09632], [-4.68796, 1.32753, 0.26966], [-3.20677, 0.71061, 3.46352], [-3.50963, 1.81036, 2.12546], [-0.52038, 2.86189, 2.25658], [-2.05046, 2.94470, 1.38821], [0.53375, 2.41445, 0.36055], [-1.28622, -2.17225, -1.26623], [-1.08701, -3.29909, -1.06217], [-0.74512, -4.62414, -0.78954], [0.61413, -5.01230, -0.95532], [1.73098, -5.28691, -1.06367], [-1.73156, -5.51606, -0.27571], [-2.52976, -6.23773, 0.14062], [-2.01851, -1.17674, 4.43496], [-0.69595, -1.04193, 3.22172], [-0.73552, -2.49072, 2.19734], [0.82109, -1.03044, 4.16775], [-0.58773, 0.20138, 2.33606], [-1.55768, 1.05060, 2.16753], [2.28235, -1.67579, -2.19349], [1.95098, -0.84192, -0.59910], [2.60912, -2.07212, 0.57825], [3.20281, 0.49044, -0.58101], [3.18975, 1.44693, -1.60018], [4.08514, 2.50543, -1.59812], [5.00435, 2.63733, -0.56357], [5.01825, 1.70510, 0.46221], [4.12416, 0.63935, 0.45336], [2.16595, -0.97468, -3.02001], [1.56889, -2.48861, -2.33164], [3.29187, -2.08783, -2.21006], [3.66587, -2.27336, 0.39481], [2.05422, -3.00098, 0.43407], [2.46227, -1.74780, 1.60977], [2.47179, 1.36231, -2.41005], [4.06639, 3.22881, -2.40350], [5.70525, 3.46207, -0.55991], [5.72871, 1.80158, 1.27352], [4.15058, -0.07754, 1.26423]],
  "atomic_forces_ev_per_a": [[0.6, 0.0, -0.8], [0.1, -0.2, 0.0], [0.0, 0.0, 0.0], [-0.1, 0.0, 0.1], [0.0, 0.0, 0.1], [0.0, 0.0, -0.1], [0.0, -0.1, -0.1], [0.2, 0.2, 0.0], [-0.1, -0.1, 0.0], [-0.1, 0.2, 0.2], [0.0, 0.0, 0.0], [0.0, 0.0, 0.0], [0.0, 0.0, 0.0], [0.0, 0.0, 0.0], [0.0, 0.0, 0.0], [0.0, 0.0, 0.0], [0.0, 0.0, 0.0], [0.0, 0.0, 0.0], [0.0, 0.0, 0.0], [0.0, 0.1, 0.1], [0.0, 0.0, 0.0], [0.0, 0.0, 0.1], [0.0, 0.0, 0.0], [0.0, -0.1, 0.0], [-0.3, 0.1, -0.2], [0.3, -0.5, 0.1], [-0.1, 0.0, 0.1], [-0.4, 0.1, 0.1], [0.0, 0.0, -0.1], [0.3, 0.2, -0.2], [0.0, 0.0, 0.0], [0.0, -0.1, 0.0], [-0.1, 0.3, -0.1], [0.0, 0.1, 0.1], [0.0, 0.0, 0.0], [0.1, -0.3, 0.6], [-0.3, 0.1, -0.1], [0.0, 0.0, 0.0], [-0.1, -0.2, 0.1], [0.0, 0.0, 0.0], [0.0, 0.1, 0.0], [0.0, 0.0, 0.0], [0.0, 0.0, 0.0], [0.0, 0.0, 0.0], [-0.1, 0.0, 0.0], [0.0, 0.0, 0.0], [0.0, 0.0, 0.0], [0.0, 0.0, 0.1], [0.0, 0.0, 0.0], [0.0, 0.0, 0.0], [0.0, 0.0, 0.0], [0.0, 0.0, 0.0], [0.0, 0.0, 0.0], [0.0, 0.0, 0.0], [0.0, 0.0, 0.0], [0.0, 0.0, 0.0], [0.0, 0.0, 0.0]],
  "mulliken_charge": [0.6212, -1.0405, -0.7820, 0.2020, -0.8183, -0.7457, 0.0728, -1.0040, -1.0553, 0.1372, 0.3380, 0.3882, 0.4677, 0.2969, 0.2615, 0.3062, 0.3399, 0.4680, 0.3728, 0.4942, 0.5166, 0.3552, 0.4714, 0.2489, -0.4382, 0.2547, 0.2572, 0.1088, -0.5300, 0.1206, -0.5747, -0.1458, 0.8806, -0.0695, -0.1242, -1.0755, 0.3138, -1.2228, 0.9144, -1.2448, 0.3359, -0.3744, -0.7378, -0.4625, -0.6255, -0.2974, 0.3953, 0.3703, 0.4177, 0.4541, 0.2076, 0.2419, 0.2580, 0.3888, 0.3769, 0.3926, 0.3211]
}


# 2
{
  "formula": "C20H25AgNO7S2",
  "method": "ωB97M-V/def2-TZVPD",
  "total_charge": -1,
  "homo_lumo_gap_ev": 6.91,
  "de_lowest_kcal_mol": 0.0,
  "homo_ev": -4.46,
  "species": ["Ag", "C", "C", "C", "O", "C", "O", "O", "H", "H", "H", "H", "H", "H", "H", "O", "S", "C", "C", "C", "C", "S", "O", "C", "C", "C", "C", "C", "C", "C", "C", "C", "C", "C", "C", "H", "H", "H", "H", "H", "H", "H", "H", "H", "H", "H", "H", "H", "H", "H", "H", "H", "H", "O", "N", "O"],
  "coordinates": [[-9.94103, 3.21084, 11.30764], [-6.83141, 0.26570, 9.34592], [-7.86739, 1.39181, 9.27943], [-7.94711, 1.97881, 7.85282], [-7.50854, 2.39050, 10.28159], [-9.26893, 0.77262, 9.60581], [-9.62121, -0.14937, 8.85358], [-10.01181, 1.23334, 10.59266], [-5.81516, 0.66014, 9.10831], [-7.15711, -0.53655, 8.64790], [-6.83960, -0.21358, 10.37409], [-6.93249, 2.33526, 7.51534], [-8.69566, 2.82451, 7.86703], [-8.29525, 1.21292, 7.12652], [-7.09946, 3.12509, 9.84304], [-11.00951, 2.22839, 13.49621], [-12.25159, 1.37105, 13.68452], [-13.62640, 2.01970, 12.56264], [-13.14744, 2.40814, 11.18223], [-13.84437, 1.74113, 9.95976], [-13.00053, 1.54341, 8.70164], [-12.23592, 2.96762, 7.83650], [-11.05740, 3.41138, 8.71382], [-13.42026, 4.28650, 7.80904], [-14.57816, 4.10443, 7.05418], [-15.57659, 5.06632, 7.09291], [-15.42056, 6.26154, 7.83240], [-14.26989, 6.40874, 8.59163], [-13.27773, 5.40424, 8.65539], [-11.91130, -0.21194, 12.96123], [-12.99859, -1.05777, 12.68845], [-12.77687, -2.19820, 11.91999], [-11.48147, -2.54979, 11.52630], [-10.40041, -1.75414, 11.88718], [-10.61565, -0.57209, 12.59994], [-14.01108, 2.88753, 13.14523], [-14.39633, 1.22750, 12.55881], [-12.06498, 2.22868, 11.11809], [-13.20222, 3.49995, 11.09040], [-14.76899, 2.26324, 9.67567], [-14.14795, 0.70495, 10.23075], [-13.59470, 1.03658, 7.91049], [-12.10063, 0.93402, 8.95222], [-14.72746, 3.20008, 6.47564], [-16.50820, 4.84669, 6.56316], [-16.20126, 6.99480, 7.80515], [-14.13394, 7.30111, 9.22578], [-12.44649, 5.46849, 9.32930], [-13.97556, -0.79423, 13.06836], [-13.60882, -2.81760, 11.60565], [-11.32491, -3.40823, 10.88406], [-9.39062, -2.05331, 11.61046], [-9.80819, 0.09948, 12.87511], [-11.59163, 5.56651, 11.79682], [-10.49362, 6.05673, 11.95813], [-9.45229, 5.33817, 11.73610]],
  "atomic_forces_ev_per_a": [[0.3, 1.1, 0.1], [-0.1, -0.8, 0.5], [-0.1, 0.0, 0.4], [-0.1, 0.7, 0.0], [-0.5, -1.1, -0.5], [-1.6, 0.6, 1.1], [0.2, 0.3, 0.4], [1.7, -1.5, -2.2], [-0.7, -0.4, 0.2], [0.5, 0.6, 0.3], [0.2, 0.7, -1.0], [-0.9, -0.2, 0.4], [0.8, -0.8, -0.2], [0.2, 0.4, 0.6], [0.2, 0.6, -0.4], [-1.3, -0.9, 0.2], [0.5, 1.3, 0.4], [0.1, -0.3, 0.6], [0.5, 0.5, -1.0], [-0.2, -0.4, 0.4], [0.0, 0.0, 0.1], [2.5, -0.1, 0.8], [-1.6, -0.2, -1.1], [-0.8, 0.3, 1.5], [-0.1, 0.4, 0.2], [-0.3, 0.3, 0.0], [0.5, -1.5, -0.5], [0.6, 0.2, 0.7], [-1.1, -0.2, -1.3], [-0.4, -0.7, -0.8], [0.8, 0.0, -0.3], [0.1, 0.0, 0.2], [-0.1, 0.5, 0.0], [-0.1, -0.1, 0.3], [-0.2, 0.2, 0.2], [0.3, -0.6, -0.3], [0.3, 0.3, 0.1], [-0.2, -0.3, -0.1], [0.0, -0.2, -0.1], [0.1, 0.0, 0.2], [0.1, 0.5, 0.0], [0.3, 0.2, 0.5], [-0.3, 0.4, -0.4], [0.1, 0.0, 0.0], [0.3, 0.3, 0.1], [-0.2, 0.3, 0.1], [-0.1, -0.5, -0.4], [0.4, 0.1, 0.2], [-0.2, -0.1, -0.2], [0.0, 0.0, 0.1], [0.0, 0.0, 0.1], [-0.2, 0.2, 0.0], [-0.1, -0.1, -0.3], [-0.3, -1.0, -0.3], [1.5, 0.9, 0.1], [-1.3, 0.0, 0.1]],
  "mulliken_charge": [0.2776, -1.6635, 1.4151, -1.4509, -0.5451, -0.0296, -0.7503, 0.2062, 0.3738, 0.2808, 0.3325, 0.4498, 0.2458, 0.3023, 0.3236, -0.5262, 0.1435, -1.0884, 1.1462, -0.8551, -0.5861, 0.0766, -0.4717, 0.5216, -0.5778, -0.4148, -0.4599, -0.5729, -0.3293, 0.7080, -0.7717, -0.5153, -0.4882, -0.2169, -0.3254, 0.3197, 0.4829, -0.7922, 0.3647, 0.2812, 0.4526, 0.5695, 0.0688, 0.3532, 0.3313, 0.4031, 0.3678, 0.5008, 0.4406, 0.3796, 0.3528, 0.2647, 0.3194, -0.3597, 0.2077, -0.4728]
}


# 3
{
  "formula": "C20H25As2F5FeNSe",
  "method": "ωB97M-V/def2-TZVPD",
  "total_charge": -1,
  "s_squared": 6.0775,
  "homo_lumo_gap_ev": [5.58, 6.16],
  "homo_ev": [-2.91, -3.50],
  "spin_multiplicity": 5,
  "species": ["Fe", "C", "As", "C", "C", "C", "C", "C", "C", "C", "As", "C", "C", "H", "H", "H", "H", "H", "H", "H", "H", "H", "H", "H", "H", "H", "H", "H", "H", "F", "C", "C", "F", "C", "F", "C", "Se", "C", "F", "C", "F", "C", "C", "C", "C", "N", "H", "H", "H", "H", "H", "H", "H", "H", "H"],
  "coordinates": [[-0.62519, -0.15540, -0.80313], [2.95181, -1.52200, -2.09283], [1.68381, -0.47870, -0.95643], [2.75231, 1.18740, -0.92233], [2.17501, -1.15650, 0.82377], [3.38641, -1.79280, 1.09267], [3.72081, -2.19180, 2.37337], [2.84601, -1.95230, 3.42567], [1.62431, -1.35270, 3.16787], [1.26791, -0.96520, 1.88217], [-0.48019, -0.14550, 1.50567], [-1.59969, -1.18350, 2.78157], [-0.23809, 1.43360, 2.67647], [3.98831, -1.20720, -1.94703], [2.68611, -1.36280, -3.14103], [2.85591, -2.58840, -1.87833], [3.78781, 1.01420, -0.62483], [2.28581, 1.88510, -0.22263], [2.73271, 1.64060, -1.91523], [4.08661, -1.99010, 0.28727], [4.66661, -2.68330, 2.56267], [3.11351, -2.22850, 4.43747], [0.93681, -1.18170, 3.99117], [-1.39479, -0.91960, 3.82247], [-1.42699, -2.25230, 2.63517], [-2.65009, -0.97350, 2.56347], [0.06641, 1.12830, 3.68017], [-1.17319, 1.99460, 2.73477], [0.52811, 2.08720, 2.25517], [-0.20759, 7.68230, -0.64863], [-0.38369, 6.34580, -0.81463], [0.51181, 5.59410, -1.58723], [1.61091, 6.20400, -2.09543], [0.29011, 4.25510, -1.80773], [1.17591, 3.56490, -2.56463], [-0.80349, 3.55540, -1.24893], [-1.29279, 1.78460, -1.73283], [-1.64109, 4.33220, -0.41553], [-2.66449, 3.70570, 0.20237], [-1.45519, 5.67710, -0.20253], [-2.29209, 6.37430, 0.60417], [-2.21549, -3.25210, -2.91353], [-2.37349, -2.63650, -1.50393], [-2.21389, -3.75900, -0.45663], [-3.78739, -2.03070, -1.36703], [-1.42879, -1.63310, -1.28863], [-2.93959, -4.05090, -3.07393], [-1.21309, -3.65940, -3.02683], [-2.36369, -2.47860, -3.66233], [-2.93949, -4.55410, -0.62953], [-2.36479, -3.33740, 0.53547], [-1.20629, -4.16840, -0.51023], [-4.57229, -2.76420, -1.55443], [-3.88459, -1.20850, -2.07173], [-3.90029, -1.62970, -0.36053]],
  "atomic_forces_ev_per_a": [[-0.6, -0.7, -0.6], [-0.3, 0.0, 0.1], [1.4, -0.1, -0.1], [-0.1, -0.1, 0.1], [0.0, -0.1, 0.5], [0.0, 0.1, -0.3], [0.0, 0.0, 0.3], [0.1, 0.0, -0.1], [0.0, 0.0, 0.1], [0.3, 0.0, -0.2], [0.1, -0.2, 1.6], [0.0, 0.0, -0.3], [0.0, 0.0, -0.1], [-0.1, 0.0, 0.1], [0.0, 0.0, 0.1], [0.0, 0.1, 0.0], [0.0, -0.1, 0.0], [0.0, 0.0, -0.1], [-0.1, -0.1, 0.1], [0.0, 0.1, 0.0], [0.0, 0.0, 0.0], [0.0, -0.1, 0.0], [0.0, 0.0, 0.0], [0.1, 0.0, -0.1], [0.0, 0.1, -0.1], [0.1, 0.0, 0.0], [0.0, 0.0, -0.1], [0.0, -0.1, 0.0], [0.0, -0.1, 0.0], [0.0, -0.8, 0.0], [-0.1, -0.4, 0.0], [0.1, 1.0, 0.3], [-0.5, -0.2, 0.1], [-0.5, -1.3, 0.2], [-0.3, 0.6, 0.2], [0.2, 1.1, 0.2], [-0.8, 1.6, -1.1], [0.3, -1.3, -0.4], [0.2, 0.6, -0.1], [0.3, 1.0, 0.0], [0.3, -0.3, -0.4], [-0.2, 0.1, 0.3], [-0.3, -0.2, -0.1], [-0.1, 0.2, -0.2], [0.2, -0.2, -0.1], [0.6, 0.0, 0.2], [-0.1, -0.2, -0.1], [0.1, 0.0, 0.0], [0.0, 0.1, -0.1], [-0.1, -0.2, 0.1], [0.0, 0.0, 0.1], [0.1, 0.0, 0.0], [-0.2, -0.1, 0.0], [-0.1, 0.1, -0.1], [0.0, 0.0, 0.1]],
  "lowdin_spin": [2.9651, 0.0165, 0.0222, 0.0082, -0.0086, -0.0009, -0.0007, -0.0003, -0.0009, -0.0086, 0.0202, 0.0075, 0.0156, 0.0022, 0.0000, 0.0003, 0.0013, 0.0006, -0.0001, 0.0002, -0.0001, 0.0000, 0.0002, 0.0010, 0.0002, -0.0001, 0.0025, 0.0001, 0.0000, 0.0014, 0.0054, 0.0001, -0.0001, 0.0081, 0.0024, 0.0295, 0.1074, 0.0079, 0.0024, 0.0002, -0.0001, 0.0228, 0.0945, 0.0220, 0.0264, 0.6095, 0.0033, 0.0012, 0.0014, 0.0034, 0.0002, 0.0009, 0.0045, 0.0011, 0.0006]
}


Number 1: E_tot -3372.6231 Eh. Number 2: E_tot -2301.8365 Eh. Number 3: E_tot -9467.8061 Eh.